1) The following is a quantum chemistry calculation of a cluster of 2 separate species, C3H3N3 in total, from OMol25.

Results
Gap between HOMO and LUMO (alpha / beta)   7.30 / 7.30 eV
LUMO (alpha / beta)   -2.412 / -2.412 eV
Charge   0
2S+1   1

```
9
Properties=species:S:1:pos:R:3:nbo_charge:R:1
N -0.66094 -0.70882 -0.36078 -0.61
C 0.35387 -0.28829 0.32484 0.18
C 1.69153 -0.65825 -0.03728 0.17
N 2.77119 -0.95974 -0.32053 -0.15
C -0.55559 2.00870 0.23119 -0.10
N -1.69399 1.72522 0.32617 -0.71
H -1.53102 -0.18060 -0.16260 0.48
H -0.55663 -1.19914 -1.24160 0.43
H 0.18159 0.26092 1.24060 0.31
```

***

2) The following is a quantum chemistry calculation of a structure of composition C3H3N3, from OMol25.

Results
Gap between HOMO and LUMO   9.74 eV
LUMO   -0.171 eV
Charge   0
2S+1   1

```
9
Properties=species:S:1:pos:R:3:nbo_charge:R:1
N 1.01691 0.69735 -1.08746 -0.87
C -0.85518 -0.31544 0.28227 -0.28
C 0.08067 -0.25298 -0.79098 0.34
N -0.40225 -1.31889 -1.19660 -0.17
C -0.40739 -0.64969 1.60577 0.23
N -0.03024 -0.86253 2.68276 -0.29
H 0.60632 1.57040 -1.37621 0.40
H 1.70581 0.77409 -0.35718 0.40
H -1.71465 0.35769 0.23763 0.24
```

***

Least stable of them? 1).

***

1) The following is a quantum chemistry calculation of an isolated molecule of C3H3N3, from OMol25.

Results
Gap between HOMO and LUMO   10.94 eV
LUMO   0.739 eV
Charge   0
2S+1   1

```
9
Properties=species:S:1:pos:R:3:nbo_charge:R:1
C -0.77826 -0.42709 0.13339 0.21
N 0.06158 -1.52574 -0.33855 -0.40
C 1.05193 -0.79158 0.00798 0.24
N 0.43070 0.40225 0.52074 -0.49
C -0.19167 1.24388 -0.46864 0.24
N -1.22256 0.57627 -0.83124 -0.40
H -1.44754 -0.64070 0.96237 0.21
H 2.10826 -1.03898 0.04304 0.20
H 0.09318 2.25874 -0.72776 0.20
```

***

2) The following is a quantum chemistry calculation of an isolated molecule of C3H3N3, from OMol25.

Results
Gap between HOMO and LUMO   10.09 eV
LUMO   0.113 eV
Charge   0
SMILES   c1cnnnc1
2S+1   1

```
9
Properties=species:S:1:pos:R:3:nbo_charge:R:1
C 0.31351 -0.10900 -0.81130 -0.25
C -0.89191 -0.64865 -0.39840 0.02
N -1.31562 -0.53785 0.86358 -0.23
N -0.57140 0.08137 1.75390 0.01
N 0.51658 0.73125 1.40193 -0.23
C 0.94426 0.67065 0.13930 0.03
H 0.74987 -0.27528 -1.78910 0.23
H -1.56305 -1.18591 -1.06475 0.21
H 1.81776 1.27340 -0.09516 0.21
```

***

3) The following is a quantum chemistry calculation of an isolated molecule of C3H3N3, from OMol25.

Results
Gap between HOMO and LUMO   9.58 eV
LUMO   0.444 eV
Charge   0
SMILES   N#CC(N)=C=N
2S+1   1

```
9
Properties=species:S:1:pos:R:3:nbo_charge:R:1
N -1.16771 -0.79533 -0.49587 -0.82
C -0.17964 0.16684 -0.22872 -0.16
C 1.06140 -0.13424 0.11522 0.44
N 2.20576 -0.44328 0.41598 -0.57
C -0.54522 1.55574 -0.23841 0.26
N -0.85809 2.66928 -0.16814 -0.31
H -1.86852 -0.93723 0.21124 0.39
H -0.91533 -1.59490 -1.04656 0.39
H 2.26734 -0.48688 1.43526 0.38
```

***

Least stable of them? 1).

***

1) The following is a quantum chemistry calculation of an isolated molecule of C2H4N2S3, from OMol25.

Results
Gap between HOMO and LUMO   8.41 eV
LUMO   -0.217 eV
Charge   0
SMILES   NC(=S)SNC=S
2S+1   1

```
11
Properties=species:S:1:pos:R:3:nbo_charge:R:1
C 1.61317 -0.21463 -0.25002 -0.07
C -1.96238 0.47956 -0.12398 -0.03
H 1.67847 -1.81097 0.82084 0.39
H 0.19489 -1.45735 0.31457 0.40
H -0.86010 2.13888 0.69427 0.44
H -2.86104 0.85462 0.34482 0.21
N 1.17689 -1.07064 0.61633 -0.77
N -0.86567 1.19540 0.16641 -0.74
S 3.25742 -0.15736 -0.74338 -0.18
S 0.56316 1.02685 -0.85717 0.52
S -1.93481 -0.98436 -0.98267 -0.17
```

***

2) The following is a quantum chemistry calculation of an isolated molecule of C2H4N2S3, from OMol25.

Results
Gap between HOMO and LUMO   9.50 eV
LUMO   0.320 eV
Charge   0
SMILES   SC1(S)N=NCS1
2S+1   1

```
11
Properties=species:S:1:pos:R:3:nbo_charge:R:1
C -0.44993 1.47617 0.70128 -0.43
C 0.35127 -0.61046 -0.43730 -0.35
N -0.31812 0.38863 1.60706 -0.08
N 0.17098 -0.63166 1.15013 -0.11
S 0.37139 1.14313 -0.89196 0.23
S 1.91907 -1.53063 -0.97595 0.00
S -1.26490 -1.45279 -0.98290 0.01
H -1.58166 1.55464 0.63301 0.24
H -0.12893 2.43108 1.02073 0.24
H 2.33228 -2.16948 0.09125 0.15
H -1.40145 -0.59863 -1.91535 0.12
```

***

Least stable of them? 2).

***

1) The following is a quantum chemistry calculation of a cluster of 8 separate species, C8H32N16O8 in total, from OMol25.

Results
Gap between HOMO and LUMO   8.62 eV
LUMO   -0.065 eV
Charge   0
SMILES   NC(N)=O.NC(N)=O.NC(N)=O.NC(N)=O.NC(N)=O.NC(N)=O.NC(N)=O.NC(N)=O
2S+1   1

```
64
Properties=species:S:1:pos:R:3:nbo_charge:R:1
C 2.02895 4.12301 2.59807 0.77
O 2.28842 4.50896 1.47738 -0.65
N 2.84246 4.28575 3.67525 -0.85
N 0.84538 3.47307 2.88827 -0.86
H 3.75204 4.68666 3.54425 0.41
H 2.55189 4.09478 4.61522 0.39
H 0.28785 3.33515 2.06689 0.40
H 0.54127 3.32538 3.83008 0.40
C -0.73413 -4.92327 1.84313 0.77
O -1.36552 -5.87955 2.25575 -0.68
N -0.77121 -3.67115 2.38492 -0.87
N 0.09982 -4.97728 0.74458 -0.87
H -1.37373 -3.65421 3.18891 0.40
H -0.18371 -2.91549 2.05568 0.42
H 0.79864 -4.25336 0.74516 0.39
H 0.17306 -5.77590 0.14855 0.40
C -3.76985 -0.63397 0.75417 0.76
O -3.64153 -0.80712 1.94942 -0.66
N -4.15355 0.57174 0.21393 -0.88
N -3.57800 -1.59007 -0.20299 -0.87
H -4.31448 1.28837 0.89808 0.40
H -4.07018 0.77429 -0.76630 0.40
H -3.58685 -1.23672 -1.15069 0.42
H -3.30246 -2.53716 -0.02044 0.42
C -2.67883 0.45154 -3.60175 0.80
O -2.80206 -0.14440 -2.53014 -0.74
N -2.18077 -0.13432 -4.70283 -0.82
N -3.05648 1.76466 -3.75711 -0.83
H -2.01728 -1.12498 -4.74926 0.43
H -1.98111 0.44422 -5.49806 0.39
H -3.27119 2.20940 -2.88583 0.40
H -2.54907 2.24940 -4.47788 0.39
C -0.63426 3.73255 -2.12072 0.77
O 0.17981 3.39292 -2.95286 -0.65
N -0.94074 5.02642 -1.81124 -0.84
N -1.30349 2.78500 -1.38082 -0.89
H -1.58355 5.20463 -1.06341 0.38
H -0.49942 5.78761 -2.29010 0.41
H -0.92429 1.86129 -1.52053 0.42
H -1.99810 2.91489 -0.66936 0.39
C 5.18901 -0.14997 2.44788 0.78
O 4.33125 -0.52204 1.65991 -0.68
N 5.97232 -1.04707 3.10743 -0.84
N 5.60320 1.14039 2.53098 -0.84
H 6.73335 -0.80866 3.71683 0.38
H 5.74704 -2.02424 3.07721 0.41
H 5.13535 1.85410 2.00412 0.41
H 6.29987 1.42913 3.19212 0.38
C 0.47108 -0.59320 0.71491 0.79
O 0.63975 -1.81532 0.68754 -0.74
N 1.48201 0.25891 1.02606 -0.85
N -0.71869 -0.03591 0.36437 -0.85
H 1.34238 1.24778 1.08650 0.39
H 2.37252 -0.22208 1.04231 0.45
H -1.47353 -0.62189 0.04500 0.43
H -0.78863 0.96368 0.37468 0.37
C -0.59594 -3.61320 -2.82322 0.78
O -1.49243 -3.94136 -3.58344 -0.68
N 0.45279 -4.41167 -2.44855 -0.85
N -0.47129 -2.30242 -2.41557 -0.88
H 0.60511 -5.18659 -3.06815 0.41
H 1.19639 -3.81853 -2.11991 0.39
H 0.01475 -2.12118 -1.54922 0.41
H -1.17136 -1.69140 -2.79515 0.41
```

***

2) The following is a quantum chemistry calculation of a cluster of 8 separate species, C8H32N16O8 in total, from OMol25.

Results
Gap between HOMO and LUMO   8.99 eV
LUMO   -0.354 eV
Charge   0
SMILES   NC(N)=O.NC(N)=O.NC(N)=O.NC(N)=O.NC(N)=O.NC(N)=O.NC(N)=O.NC(N)=O
2S+1   1

```
64
Properties=species:S:1:pos:R:3:nbo_charge:R:1
C -0.72894 0.58952 -0.18322 0.74
O -0.54135 1.52956 -0.92659 -0.69
N 0.17488 -0.12536 0.32940 -0.81
N -1.91024 0.19075 0.16804 -0.83
H 0.04991 -1.00576 0.80834 0.40
H 1.06943 0.12276 -0.06846 0.41
H -2.00412 -0.75902 0.49853 0.37
H -2.75090 0.73666 0.04402 0.41
C -5.63495 3.76047 -5.06581 0.74
O -6.68991 4.33899 -5.09340 -0.67
N -4.50397 4.41661 -4.98295 -0.84
N -5.48468 2.53268 -5.39000 -0.81
H -4.64796 5.41630 -4.98541 0.41
H -3.68184 3.96027 -4.61420 0.39
H -6.24840 1.87966 -5.49197 0.40
H -4.56883 2.16016 -5.59628 0.38
C 5.10624 0.48911 -2.36157 0.73
O 5.87411 -0.22373 -1.71586 -0.69
N 4.87543 1.72621 -2.16298 -0.80
N 4.59173 -0.12703 -3.38590 -0.81
H 4.99965 2.09195 -1.22976 0.41
H 4.14437 2.24901 -2.62378 0.39
H 4.72303 -1.12249 -3.49510 0.41
H 3.70682 0.12171 -3.80442 0.37
C -3.64410 8.63816 0.98200 0.73
O -2.78567 9.40988 0.70690 -0.67
N -4.88020 8.89391 1.10754 -0.82
N -3.47182 7.37366 1.06556 -0.82
H -5.07824 9.86029 0.89080 0.42
H -5.45000 8.14896 1.48235 0.39
H -4.28211 6.77825 0.97072 0.37
H -2.60248 7.08253 0.64175 0.40
C 6.47242 -5.16300 5.04047 0.75
O 7.63080 -4.62688 5.09754 -0.69
N 6.17535 -6.47236 4.99594 -0.83
N 5.45538 -4.38914 4.78081 -0.84
H 5.18535 -6.66853 5.03489 0.38
H 6.81907 -7.21832 5.21792 0.41
H 4.47573 -4.58051 4.62660 0.40
H 5.81484 -3.45038 4.68277 0.42
C 0.07217 -1.00217 -7.92535 0.74
O 0.82641 -0.33717 -8.60231 -0.67
N -0.55147 -0.54547 -6.87345 -0.82
N -0.31578 -2.16014 -8.35888 -0.84
H -1.27273 -1.13624 -6.48506 0.38
H -0.46779 0.44104 -6.67369 0.41
H 0.33157 -2.56816 -9.01809 0.42
H -1.24183 -2.48264 -8.11695 0.39
C 0.75293 0.72926 7.08828 0.75
O 0.83742 1.62717 7.92163 -0.66
N 1.25304 -0.44519 7.17918 -0.80
N 0.14666 0.86427 5.88517 -0.86
H 1.62923 -0.79132 8.05026 0.41
H 1.05933 -1.07276 6.41190 0.38
H -0.35153 0.09744 5.45634 0.38
H -0.20764 1.79038 5.69313 0.40
C -0.76009 -6.02380 2.78633 0.74
O -0.11064 -4.99429 2.97121 -0.69
N -1.77335 -6.24604 3.52139 -0.82
N -0.46915 -7.09204 2.07711 -0.83
H -2.01200 -5.57100 4.23377 0.40
H -2.53134 -6.72576 3.05724 0.38
H -0.90873 -7.98040 2.27119 0.41
H 0.31149 -6.94045 1.45443 0.41
```

***

Least stable of them? 2).

***

1) The following is a quantum chemistry calculation of a cluster of 8 separate species, C8H32N16O8 in total, from OMol25.

Results
Gap between HOMO and LUMO   8.55 eV
LUMO   -0.464 eV
Charge   0
SMILES   NC(N)=O.NC(N)=O.NC(N)=O.NC(N)=O.NC(N)=O.NC(N)=O.NC(N)=O.NC(N)=O
2S+1   1

```
64
Properties=species:S:1:pos:R:3:nbo_charge:R:1
C 19.05200 12.17975 19.68076 0.74
O 18.63496 11.36507 18.95871 -0.65
N 18.34323 12.59763 20.73650 -0.85
N 20.28919 12.53020 19.68832 -0.83
H 17.43254 12.17203 20.83449 0.41
H 18.67184 13.38965 21.27019 0.38
H 20.65305 12.85772 20.57174 0.38
H 20.96666 12.47240 18.94147 0.41
C 29.35194 14.61322 14.28767 0.74
O 28.78423 14.06373 15.25882 -0.67
N 28.82060 15.13050 13.22806 -0.82
N 30.59686 14.69010 14.09018 -0.81
H 29.39715 15.02589 12.40541 0.37
H 27.82310 15.08902 13.07514 0.39
H 31.14929 14.64801 14.93467 0.41
H 31.01556 15.04697 13.24316 0.38
C 23.50318 22.15234 17.53160 0.75
O 23.30657 21.86366 18.66691 -0.66
N 23.73892 23.42161 17.22007 -0.85
N 23.23009 21.44946 16.52845 -0.81
H 23.71662 24.13297 17.93670 0.40
H 23.90175 23.86788 16.32876 0.38
H 22.46723 20.79922 16.65225 0.40
H 23.18758 21.86131 15.60722 0.38
C 21.32401 19.76348 23.50108 0.75
O 21.21606 19.80847 24.66880 -0.63
N 21.62703 18.80981 22.74970 -0.79
N 21.16087 20.71714 22.60464 -0.86
H 21.47009 18.92307 21.75841 0.38
H 21.58060 17.84431 23.04256 0.38
H 20.96558 21.63389 22.98085 0.38
H 21.42291 20.79741 21.63253 0.40
C 26.27595 15.85045 25.10036 0.73
O 27.25262 16.57276 24.99763 -0.66
N 25.82222 15.20721 24.08242 -0.85
N 25.61379 15.61914 26.18814 -0.81
H 25.41084 14.31779 24.32696 0.38
H 25.80067 15.65793 23.17882 0.42
H 24.81040 15.01796 26.07304 0.38
H 25.92716 15.97968 27.07803 0.41
C 24.36071 16.09587 17.99612 0.75
O 24.73891 15.06311 18.62381 -0.66
N 23.09494 16.45880 17.98620 -0.84
N 24.98203 16.97337 17.26320 -0.83
H 22.61460 15.76279 18.53842 0.40
H 22.70001 16.79524 17.11963 0.39
H 25.70815 16.60011 16.66862 0.40
H 24.60010 17.86149 16.97084 0.40
C 19.26403 16.35921 14.16557 0.75
O 18.13844 16.87379 14.32092 -0.66
N 19.69934 15.14355 14.33002 -0.82
N 20.29720 17.13891 13.90920 -0.83
H 19.08975 14.34899 14.46111 0.41
H 20.64862 14.83934 14.16751 0.39
H 21.08420 16.73138 13.42477 0.36
H 20.23055 18.09664 13.59552 0.40
C 28.15424 20.94465 21.38854 0.75
O 29.02808 20.86510 22.26915 -0.66
N 27.82693 19.98580 20.53840 -0.84
N 27.33520 21.96824 21.24842 -0.83
H 27.19538 20.05805 19.75352 0.38
H 28.46729 19.21224 20.43050 0.40
H 26.61526 21.65185 20.61463 0.38
H 27.22765 22.38883 22.16035 0.41
```

***

2) The following is a quantum chemistry calculation of a cluster of 8 separate species, C8H32N16O8 in total, from OMol25.

Results
Gap between HOMO and LUMO   8.84 eV
LUMO   0.087 eV
Charge   0
SMILES   NC(N)=O.NC(N)=O.NC(N)=O.NC(N)=O.NC(N)=O.NC(N)=O.NC(N)=O.NC(N)=O
2S+1   1

```
64
Properties=species:S:1:pos:R:3:nbo_charge:R:1
C -1.01744 1.68012 -4.25561 0.78
O -1.34082 2.74407 -3.78705 -0.64
N -1.81043 0.84240 -5.03283 -0.87
N 0.20074 1.07345 -4.14356 -0.86
H -1.45178 -0.00279 -5.42989 0.40
H -2.70430 1.21871 -5.29509 0.40
H 0.54984 0.28471 -4.65204 0.41
H 0.88715 1.68358 -3.72386 0.40
C -1.56516 3.42191 1.95400 0.77
O -2.12572 4.13152 2.76827 -0.67
N -1.50201 3.69861 0.61641 -0.85
N -1.04002 2.19617 2.26528 -0.88
H -1.13389 3.01817 -0.02317 0.39
H -1.85241 4.57248 0.27416 0.40
H -0.43603 1.67605 1.64257 0.42
H -1.34561 1.80161 3.13383 0.39
C 0.01033 0.01148 -0.01150 0.79
O 0.82323 0.86819 0.38880 -0.78
N -0.16250 -1.14409 0.63208 -0.83
N -0.80207 0.22260 -1.07498 -0.83
H -0.86525 -1.83599 0.42074 0.41
H 0.37507 -1.31121 1.48681 0.44
H -0.59474 0.83147 -1.84454 0.41
H -1.40871 -0.55466 -1.29071 0.40
C 3.89343 -1.72063 -0.20385 0.77
O 3.13994 -2.68367 -0.35999 -0.69
N 3.41508 -0.48283 0.06412 -0.85
N 5.22134 -1.86213 -0.44916 -0.84
H 2.43878 -0.43351 0.30047 0.41
H 3.98666 0.24128 0.46993 0.41
H 5.86995 -1.12970 -0.21923 0.38
H 5.58687 -2.77597 -0.63086 0.40
C 1.43383 -0.77861 3.69935 0.78
O 1.53861 -1.62782 2.81368 -0.69
N 1.75870 0.52011 3.45787 -0.84
N 0.79236 -1.02644 4.87277 -0.84
H 1.30748 1.27034 3.94924 0.39
H 2.13492 0.70896 2.54263 0.43
H 0.45918 -0.26863 5.44036 0.39
H 0.38091 -1.93171 4.99407 0.40
C -2.40620 -3.59334 2.28491 0.79
O -2.76879 -3.38849 1.14145 -0.69
N -1.40053 -4.43518 2.64584 -0.84
N -2.94835 -2.91089 3.36345 -0.85
H -1.33950 -4.62562 3.62746 0.38
H -0.78160 -4.83070 1.96352 0.43
H -3.49419 -2.09706 3.14961 0.41
H -2.40127 -2.96646 4.20168 0.38
C 3.59811 2.97196 -0.98220 0.78
O 4.31741 2.25419 -0.30785 -0.69
N 4.07611 3.97228 -1.78702 -0.85
N 2.22817 2.87659 -1.01127 -0.87
H 5.05948 4.11728 -1.89868 0.41
H 3.40515 4.42229 -2.38015 0.38
H 1.77955 3.55434 -1.60232 0.37
H 1.67578 2.15446 -0.54458 0.45
C -3.50742 -2.06407 -2.32667 0.76
O -2.49767 -2.69686 -2.57423 -0.67
N -4.14646 -1.29167 -3.24483 -0.84
N -4.16520 -2.18266 -1.12898 -0.87
H -4.92586 -0.73039 -2.95627 0.39
H -3.53294 -0.98522 -3.97967 0.40
H -5.08722 -1.83075 -0.95321 0.38
H -3.78203 -2.84164 -0.45955 0.44
```

***

Least stable of them? 1).